{"formula": "C9H10N4O3S", "method": "the ωB97M-V functional and the def2-TZVPD basis", "elements": ["C", "C", "C", "N", "C", "S", "N", "C", "C", "C", "O", "N", "C", "O", "N", "C", "O", "H", "H", "H", "H", "H", "H", "H", "H", "H", "H"], "coordinates": [[-3.7026, -2.0782, -0.4873], [-3.7591, -0.7796, -0.7081], [-2.6044, 0.0318, -1.2241], [-2.2465, 1.0826, -0.2916], [-1.2958, 0.9436, 0.6218], [-1.0922, 2.3757, 1.6589], [-0.7624, -0.1861, 0.9095], [0.4316, -0.6532, 1.1400], [1.6331, -0.1994, 0.6136], [2.8284, -0.9487, 0.9634], [2.8622, -1.8969, 1.7192], [4.0009, -0.4958, 0.3689], [4.1387, 0.5445, -0.5151], [5.1954, 0.8657, -0.9973], [2.9608, 1.1958, -0.8043], [1.6992, 0.9140, -0.3055], [0.7513, 1.5933, -0.6720], [-4.5494, -2.6303, -0.1179], [-2.8058, -2.6444, -0.6755], [-4.6632, -0.2199, -0.5085], [-1.7298, -0.6048, -1.3699], [-2.8679, 0.5015, -2.1761], [-2.7399, 1.9606, -0.3387], [-0.0276, 1.9184, 2.3108], [0.4718, -1.5566, 1.7406], [4.8475, -1.0018, 0.6024], [3.0255, 1.9682, -1.4573]], "forces_ev_per_angstrom": [[-0.06, -0.07, -0.01], [0.13, 0.13, -0.08], [-0.12, -0.33, -0.10], [-0.06, 0.34, -0.14], [-0.09, 0.53, 0.80], [-0.27, 0.16, -0.19], [-0.39, -0.55, -0.19], [0.32, 0.07, -0.23], [-0.23, 0.10, 0.18], [-0.07, 0.13, -0.02], [0.08, -0.21, 0.12], [0.34, -0.33, 0.17], [-0.18, -0.03, 0.06], [0.30, 0.09, -0.13], [-0.03, 0.37, -0.31], [0.05, -0.16, 0.07], [0.06, 0.07, -0.22], [-0.19, -0.06, 0.08], [0.24, -0.07, -0.04], [-0.18, 0.01, 0.05], [-0.08, 0.11, -0.08], [0.13, -0.02, 0.07], [0.14, -0.05, -0.02], [0.19, -0.18, 0.05], [0.11, 0.01, 0.05], [-0.15, 0.12, -0.06], [0.02, -0.15, 0.13]], "mulliken_charge": [-0.7359, -0.0127, -0.6687, -0.1548, 0.4971, -0.2226, -0.3342, -0.9949, 0.4683, 0.1822, -0.6652, -0.0669, 0.3054, -0.6191, -0.0976, 1.0209, -0.6461, 0.2669, 0.2354, 0.2887, 0.3064, 0.3847, 0.1949, 0.1504, 0.4531, 0.2201, 0.2443], "e_homo_ha": -0.32359, "gap_ev": 8.791, "total_charge": 0, "relative_energy_kcal_mol": 8.8, "e_tot_ha": -1191.93465, "molar_mass_g_mol": 254.27}